No. 1
The following is a DFT calculation (the ωB97M-V functional and the def2-TZVPD basis) of C20H20ClN3O5 in the gas phase.

Output
Total charge: 0
SMILES: O=C(Cn1c(=O)n(Cc2ccco2)c(=O)c2cc(Cl)ccc21)NC[C@H]1CCCO1
HOMO-LUMO gap: 0.3195 Ha
ΔE to the lowest compared entry with this formula, charge and spin: 17.7 kJ/mol

CARTESIAN COORDINATES (ANGSTROEM)
O1 0.73514 2.77549 2.03434
C1 0.89602 1.77220 1.37384
C2 1.58584 1.79710 -0.00482
N1 0.65633 1.46054 -1.06998
C3 0.59805 0.13931 -1.43456
O2 1.22411 -0.71251 -0.82779
N2 -0.19268 -0.18679 -2.51049
C4 -0.27221 -1.60759 -2.83161
C5 -0.88804 -2.36249 -1.69936
C6 -1.91468 -2.04179 -0.85913
C7 -2.03524 -3.12743 0.04349
C8 -1.07465 -4.01937 -0.31810
O3 -0.37455 -3.56083 -1.36847
C9 -0.94999 0.70625 -3.26017
O4 -1.57358 0.33874 -4.22981
C10 -0.94212 2.07676 -2.74587
C11 -1.75553 3.02797 -3.36122
C12 -1.81090 4.30863 -2.85475
Cl1 -2.80388 5.49649 -3.61294
C13 -1.08106 4.64441 -1.71658
C14 -0.27133 3.71141 -1.10575
C15 -0.17065 2.41735 -1.62649
N3 0.48816 0.54218 1.71258
C16 -0.13393 0.23313 2.97636
C17 0.46932 -1.01871 3.64191
C18 0.42693 -2.26038 2.73223
C19 1.84501 -2.35046 2.14865
C20 2.64654 -1.30173 2.94265
O5 1.82222 -0.84716 3.99911
H1 2.01049 2.78441 -0.18667
H2 2.38419 1.05022 -0.02042
H3 0.73034 -2.00284 -3.01532
H4 -0.87397 -1.68136 -3.74271
H5 -2.51146 -1.15222 -0.88293
H6 -2.74218 -3.22485 0.84177
H7 -0.79894 -4.97663 0.07614
H8 -2.33082 2.72927 -4.22346
H9 -1.15649 5.63955 -1.30803
H10 0.25142 3.98523 -0.20436
H11 0.69019 -0.22818 1.08835
H12 -1.20944 0.06734 2.83687
H13 0.00896 1.10035 3.62571
H14 -0.07903 -1.17643 4.57738
H15 0.20359 -3.14315 3.32996
H16 -0.33635 -2.17239 1.96126
H17 1.85942 -2.12997 1.08258
H18 2.26220 -3.34540 2.29153
H19 3.54801 -1.71542 3.40049
H20 2.94120 -0.45820 2.30457


No. 2
The following is a DFT calculation (the ωB97M-V functional and the def2-TZVPD basis) of C20H20N2O3 in the gas phase.

Output
Total charge: 0
SMILES: COc1cc(OC)c(C2Nc3cccc4cccc(c34)N2)c(OC)c1
HOMO-LUMO gap: 0.2687 Ha
ΔE to the lowest compared entry with this formula, charge and spin: 272.0 kJ/mol

CARTESIAN COORDINATES (ANGSTROEM)
C1 -2.60515 2.05376 -5.02736
O1 -2.52285 0.73559 -4.54217
C2 -1.94329 0.51716 -3.33061
C3 -1.88902 -0.81530 -2.93131
C4 -1.32300 -1.14789 -1.71240
O2 -1.20403 -2.43023 -1.26441
C5 -1.71857 -3.47362 -2.05837
C6 -0.81937 -0.15302 -0.86101
C7 -0.20600 -0.58447 0.45331
N1 -0.33801 0.40850 1.48774
C8 0.39966 0.29364 2.63645
C9 0.05578 0.94089 3.80558
C10 0.85819 0.81018 4.94214
C11 1.99217 0.04265 4.92753
C12 2.39265 -0.61479 3.74602
C13 3.57307 -1.38185 3.65691
C14 3.93788 -1.95807 2.47012
C15 3.15328 -1.81150 1.32203
C16 1.98373 -1.08389 1.37273
C17 1.58652 -0.48187 2.59248
N2 1.20902 -0.84505 0.25754
C18 -0.85014 1.17813 -1.28830
O3 -0.31333 2.10250 -0.45420
C19 -0.28537 3.45347 -0.84114
C20 -1.42081 1.50999 -2.51671
H1 -1.61287 2.49654 -5.16042
H2 -3.09731 1.97986 -5.99578
H3 -3.20348 2.68958 -4.36687
H4 -2.29219 -1.55335 -3.60235
H5 -1.21284 -3.52653 -3.02730
H6 -1.52310 -4.38748 -1.49929
H7 -2.79599 -3.36688 -2.21456
H8 -0.72280 -1.52468 0.76351
H9 -1.23156 0.86665 1.55384
H10 -0.83741 1.54888 3.84021
H11 0.56435 1.32235 5.84788
H12 2.60055 -0.05843 5.81433
H13 4.18863 -1.49729 4.53710
H14 4.84629 -2.54107 2.40848
H15 3.46463 -2.26601 0.39189
H16 1.40637 -1.42369 -0.54593
H17 -1.29410 3.86168 -0.96889
H18 0.21045 3.97528 -0.02412
H19 0.28792 3.60172 -1.76187
H20 -1.44852 2.53798 -2.83247


No. 3
The following is a DFT calculation (the ωB97M-V functional and the def2-TZVPD basis) of C20H20N2O5S in the gas phase in a non-equilibrium geometry.

Output
Total charge: 0
SMILES: CC(C)n1c(C(=O)OCC(=O)NCc2ccc3c(c2)OCO3)cc2sccc21
HOMO-LUMO gap: 0.3125 Ha
ΔE to the lowest compared entry with this formula, charge and spin: 118.9 kJ/mol

CARTESIAN COORDINATES (ANGSTROEM)
C1 -1.08599 -1.50214 2.82056
C2 -0.76985 -0.51500 1.69672
C3 -1.10123 0.92012 2.10419
N1 -1.47308 -0.90565 0.48694
C4 -0.95772 -1.66380 -0.54795
C5 0.34589 -2.28523 -0.63947
O1 0.79366 -2.71620 -1.68707
O2 1.02315 -2.36908 0.52250
C6 2.36813 -2.84705 0.47532
C7 3.26582 -1.65705 0.09311
O3 3.90762 -1.03683 0.91088
N2 3.21004 -1.36867 -1.22253
C8 3.55279 -0.04439 -1.71104
C9 2.37100 0.87536 -1.50532
C10 1.18827 0.63401 -2.19159
C11 0.03862 1.38634 -1.96634
C12 0.12801 2.39523 -1.03933
C13 1.31340 2.64684 -0.34743
C14 2.44336 1.89461 -0.55299
O4 1.12374 3.69719 0.51195
C15 -0.19761 4.13975 0.29600
O5 -0.83734 3.27793 -0.62182
C16 -1.89943 -1.77407 -1.56966
C17 -3.02004 -1.08225 -1.13075
S1 -4.61909 -0.68724 -1.65351
C18 -4.88768 0.16156 -0.16600
C19 -3.83296 0.15827 0.68817
C20 -2.73850 -0.55503 0.14384
H1 -2.15559 -1.51653 3.02087
H2 -0.76801 -2.50259 2.53942
H3 -0.56095 -1.21146 3.72599
H4 0.29727 -0.56697 1.46773
H5 -0.27850 1.32797 2.68600
H6 -1.99847 0.96127 2.71557
H7 -1.24794 1.54009 1.22449
H8 2.45449 -3.66415 -0.24694
H9 2.59971 -3.18489 1.48528
H10 2.55602 -1.89877 -1.78931
H11 4.41472 0.30844 -1.14265
H12 3.81445 -0.12541 -2.76806
H13 1.14725 -0.16423 -2.91696
H14 -0.87942 1.18764 -2.49285
H15 3.34612 2.07982 0.00398
H16 -0.18251 5.16513 -0.11100
H17 -0.74808 4.13830 1.24897
H18 -1.75666 -2.30906 -2.48589
H19 -5.84325 0.62275 -0.01092
H20 -3.86364 0.63510 1.64895


No. 4
The following is a DFT calculation (the ωB97M-V functional and the def2-TZVPD basis) of C20H20N4O5S in the gas phase in a non-equilibrium geometry.

Output
Total charge: 0
SMILES: O=C(Nc1ccc(S(=O)(=O)N2CCOCC2)cc1)c1cc(-c2ccccc2O)n[nH]1
HOMO-LUMO gap: 0.3056 Ha
ΔE to the lowest compared entry with this formula, charge and spin: 187.8 kJ/mol

CARTESIAN COORDINATES (ANGSTROEM)
O1 -1.21308 0.78682 1.61378
C1 -1.03962 -0.31932 1.15609
N1 0.15085 -0.76950 0.63261
C2 1.36961 -0.09667 0.55567
C3 2.39490 -0.69450 -0.18174
C4 3.62827 -0.08164 -0.28182
C5 3.84119 1.12733 0.35369
S1 5.43489 1.93717 0.18999
O2 5.63038 2.76904 1.33850
O3 6.40395 0.93340 -0.13580
N2 5.34571 2.95038 -1.12114
C6 4.58440 4.17193 -1.00868
C7 3.18527 4.00796 -1.61332
O4 3.25830 3.52028 -2.93656
C8 3.91305 2.27184 -2.99313
C9 5.34059 2.37428 -2.44439
C10 2.84148 1.72001 1.10113
C11 1.60199 1.11566 1.20527
C12 -2.11430 -1.32486 1.10162
C13 -3.47855 -1.11905 1.06464
C14 -4.05732 -2.40807 1.02919
C15 -5.46700 -2.76193 0.97283
C16 -6.43933 -1.76015 0.93541
C17 -7.78229 -2.06621 0.88256
C18 -8.18534 -3.39394 0.86566
C19 -7.24527 -4.40126 0.90172
C20 -5.88362 -4.10625 0.95554
O5 -5.02453 -5.14173 0.98819
N3 -3.09046 -3.32581 1.05866
N4 -1.93236 -2.67319 1.08267
H1 0.13608 -1.65568 0.14653
H2 2.22232 -1.64160 -0.67357
H3 4.43808 -0.53323 -0.83243
H4 4.53802 4.42983 0.04840
H5 5.12235 4.95876 -1.54954
H6 2.67760 4.97157 -1.67694
H7 2.58489 3.32001 -0.99801
H8 3.92385 1.98594 -4.04619
H9 3.34074 1.52653 -2.41821
H10 5.81714 1.39735 -2.37542
H11 5.93419 3.02094 -3.10042
H12 3.05078 2.64655 1.61165
H13 0.81499 1.57310 1.78068
H14 -3.96437 -0.16729 1.05667
H15 -6.13112 -0.72662 0.94871
H16 -8.51537 -1.27478 0.85464
H17 -9.23533 -3.64148 0.82451
H18 -7.53505 -5.44017 0.89000
H19 -4.11164 -4.79570 1.02986
H20 -1.07990 -3.19603 1.21024